This record from OMol25 describes a structure of composition C3H8N5 at a distorted geometry. The level of theory is ωB97M-V/def2-TZVPD.

Calculated values
Total charge: +1
ΔE to the lowest compared entry with this formula, charge and spin (kcal per mole): 66.3

Each line ends with the Mulliken charge.
CARTESIAN COORDINATES (ANGSTROEM)
C 0.6425 0.5994 0.0993  0.436
C -1.6713 0.1160 0.1702  0.333
C 2.2261 0.7369 0.1038  -1.015
N -1.4535 1.3127 0.3343  -0.600
N -0.1792 1.6432 0.1785  0.234
N 0.0476 -0.5434 -0.0075  0.242
N -2.6305 -0.7075 0.0548  -0.326
N 0.3128 -1.6444 -0.7255  -0.601
H 2.6430 -0.0865 -0.4864  0.339
H 2.4968 1.6418 -0.4334  0.339
H 2.5422 0.7155 1.1766  0.285
H 0.0204 2.5183 0.6403  0.305
H -2.8521 -1.4868 -0.4683  0.234
H -3.4063 -0.6106 0.7806  0.300
H 1.2319 -1.6057 -1.0368  0.219
H 0.0297 -2.5989 -0.3806  0.275